Below is a molecular structure, C44H117N9O14, with properties calculated with ωB97M-V with the def2-TZVPD basis set.

Computed properties:
Kohn-Sham gap = 6.82 eV
E_HOMO = -6.33 eV
Energy relative to the best compared isomer or geometry (same formula, charge and spin) = 218.00 kcal per mole
Largest force on an atom = 19.2 eV Å⁻¹

Geometry (Å):
C: -5.22618 -1.56095 -4.46056
C: -4.19181 -2.29274 -3.64946
C: -2.94968 -1.51215 -3.44278
O: -2.39225 -1.20194 -4.70412
C: -1.12087 -0.60518 -4.59224
N: -4.72550 -2.69121 -2.35154
H: -6.19636 -2.04481 -4.37826
H: -4.91973 -1.54853 -5.51159
H: -5.26553 -0.49237 -4.22965
H: -3.88583 -3.19620 -4.20338
H: -2.21942 -2.04206 -2.81250
H: -3.15944 -0.55573 -2.92626
H: -1.19723 0.42833 -4.20872
H: -0.68271 -0.56707 -5.58541
H: -0.48776 -1.15220 -3.87931
H: -4.03253 -3.13805 -1.75212
H: -5.45597 -3.37886 -2.50166
C: 3.46253 0.51489 -1.08894
C: 2.96082 -0.47567 -2.15176
C: 4.13931 -1.10660 -2.83820
O: 5.07791 -0.12430 -3.16481
C: 6.25757 -0.64840 -3.71332
N: 2.11336 -1.48451 -1.53148
H: 2.63631 0.95333 -0.53025
H: 4.05096 1.31633 -1.53719
H: 4.10574 -0.01057 -0.37617
H: 2.36687 0.06008 -2.90350
H: 3.88448 -1.77844 -3.66745
H: 4.59769 -1.76942 -2.07124
H: 6.06919 -1.31194 -4.57367
H: 6.82546 -1.23004 -2.97452
H: 6.84068 0.18340 -4.10603
H: 1.39804 -1.02323 -0.97979
H: 2.65081 -2.02548 -0.84630
C: -4.54339 -1.51422 0.71408
C: -5.90504 -1.59107 1.39863
C: -5.79495 -1.50658 2.90072
O: -4.83594 -2.43233 3.39776
C: -5.40544 -3.66983 3.72771
N: -6.79920 -0.48768 0.95778
H: -4.68475 -1.55957 -0.37089
H: -3.95843 -2.39996 0.97753
H: -4.01116 -0.58884 0.94676
H: -6.35058 -2.54069 1.08469
H: -6.75839 -1.70824 3.38347
H: -5.51005 -0.49817 3.20662
H: -6.18855 -3.60015 4.49005
H: -4.60814 -4.32949 4.07186
H: -5.84659 -4.16420 2.84976
H: -6.55585 -0.27818 -0.00748
H: -6.53717 0.35036 1.49305
C: -1.00831 -1.07888 2.44647
C: -1.01441 -2.29802 3.35865
C: 0.31492 -2.51285 4.02863
O: 1.28001 -2.81281 3.05370
C: 2.54407 -3.00599 3.61225
N: -2.07699 -2.19142 4.37701
H: -0.30218 -1.24797 1.62566
H: -0.62070 -0.21092 2.98488
H: -1.97630 -0.94425 1.96744
H: -1.23730 -3.16462 2.71014
H: 0.29458 -3.27661 4.81685
H: 0.60462 -1.54944 4.48984
H: 2.96382 -2.04889 3.96982
H: 3.23350 -3.43012 2.88798
H: 2.51488 -3.66545 4.49357
H: -2.98430 -2.25917 3.89620
H: -2.07129 -3.09956 4.85448
C: 2.89520 2.40514 2.32352
C: 1.52898 2.93877 1.99724
C: 1.42648 3.57538 0.63295
O: 2.31575 4.66474 0.54305
C: 2.15310 5.35791 -0.66674
N: 0.53129 1.87359 2.08269
H: 3.07021 2.13288 3.36289
H: 3.64914 3.14338 2.02626
H: 3.17713 1.54884 1.69575
H: 1.25240 3.69953 2.74314
H: 0.38695 3.90342 0.45670
H: 1.63460 2.82929 -0.15464
H: 2.78483 6.24339 -0.62835
H: 1.11147 5.66247 -0.83430
H: 2.46825 4.74496 -1.52150
H: 0.57402 1.39243 2.97236
H: -0.43357 2.16428 1.93288
C: -0.91264 -5.13283 -3.05572
C: -0.69167 -5.39914 -1.58231
C: -1.90233 -5.22032 -0.70986
O: -2.42587 -3.89648 -0.81326
C: -1.68781 -2.94214 -0.12354
N: -0.14049 -6.76466 -1.41861
H: -1.30909 -4.13606 -3.26572
H: -1.68634 -5.79434 -3.46577
H: 0.02310 -5.25932 -3.59602
H: 0.09818 -4.68944 -1.28388
H: -1.73304 -5.45054 0.35007
H: -2.71712 -5.85923 -1.06284
H: -1.70814 -3.11862 0.95864
H: -2.04776 -1.95232 -0.38259
H: -0.63103 -2.91541 -0.42460
H: 0.15630 -6.91378 -0.45740
H: 0.71100 -6.85827 -1.96222
C: -2.30021 0.79735 -0.04764
C: -0.97846 0.56132 -0.72899
O: -0.03552 -0.06625 0.08448
O: -2.18890 1.76919 0.97382
H: -2.61538 -0.14832 0.41956
H: -3.07246 1.04900 -0.78617
H: -0.62951 1.55464 -1.06025
H: -1.09784 -0.03655 -1.63003
H: 0.18606 0.58411 0.79205
H: -3.09273 2.14374 1.04272
C: 10.65710 -4.50975 2.12712
O: 9.54549 -3.89094 1.51388
C: 9.16749 -2.71148 2.17628
C: 7.95618 -2.17540 1.48575
N: 6.81066 -3.05624 1.75231
C: 5.63458 -2.68044 0.91367
C: 4.38041 -3.22230 1.55158
O: 3.28283 -2.65277 0.88078
C: 2.06944 -2.87357 1.58837
H: 10.45845 -4.61641 3.19933
H: 11.57096 -3.93083 1.95391
H: 10.77457 -5.49018 1.67397
H: 9.99330 -1.98899 2.13948
H: 8.90091 -2.94523 3.21688
H: 8.14042 -2.17772 0.39444
H: 7.72501 -1.15026 1.77671
H: 7.11299 -3.96335 1.40224
H: 5.85325 -3.01970 -0.10280
H: 5.58516 -1.58988 0.97096
H: 4.34727 -2.94147 2.61012
H: 4.32045 -4.32053 1.51994
H: 1.86320 -3.94792 1.67784
H: 1.25765 -2.37051 1.06631
H: 2.12726 -2.45098 2.60055
C: -9.07480 4.22298 4.25720
O: -9.01526 3.14025 3.35555
C: -8.20686 2.07403 3.80093
C: -6.71068 2.32074 3.86067
N: -6.05394 2.13260 2.57698
C: -6.59812 2.90866 1.50118
C: -5.66093 2.88675 0.33197
O: -4.35640 3.32266 0.66666
C: -4.23316 4.68404 1.03505
H: -8.11115 4.72308 4.37830
H: -9.48423 3.87187 5.21212
H: -9.77517 4.95200 3.85208
H: -8.41858 1.24144 3.12312
H: -8.51170 1.70110 4.79461
H: -6.31987 1.54791 4.53001
H: -6.45334 3.28539 4.31847
H: -5.06181 2.32141 2.66989
H: -6.92970 3.92591 1.78586
H: -7.56716 2.52096 1.15418
H: -6.03628 3.41579 -0.54543
H: -5.51515 1.83146 0.08816
H: -3.21302 4.84268 1.38355
H: -4.90918 4.91760 1.86064
H: -4.38298 5.34034 0.17277
C: 3.75033 8.47484 -2.68855
O: 3.71764 7.15572 -3.17181
C: 4.82328 6.87098 -3.99795
C: 4.66884 5.48611 -4.54326
N: 5.08818 4.49970 -3.55037
C: 4.71578 3.11566 -3.89842
C: 3.22839 2.85975 -4.01691
O: 2.56905 3.16171 -2.80627
C: 1.16895 3.13137 -2.97552
H: 3.02607 8.53965 -1.87798
H: 3.55721 9.21474 -3.47165
H: 4.72725 8.69902 -2.23239
H: 5.78082 6.96290 -3.46447
H: 4.85716 7.62117 -4.80454
H: 5.21158 5.35605 -5.48559
H: 3.61278 5.37870 -4.84088
H: 4.48857 4.71993 -2.74984
H: 5.04766 2.45288 -3.09561
H: 5.21872 2.81789 -4.81941
H: 3.06955 1.79594 -4.24876
H: 2.82578 3.43942 -4.86121
H: 0.79945 4.08925 -3.37262
H: 0.70547 3.05835 -1.98619
H: 0.81552 2.28586 -3.57321